# 1
Here is C39H60Cl4Ge2N4O5P3Y as an isolated structure from the OMol25 dataset. Energies are from ωB97M-V/def2-TZVPD.

The net charge is 0. The gap between HOMO and LUMO (alpha / beta) comes out at 5.22 / 5.67 eV.

Each line ends with the Löwdin charge.
CARTESIAN COORDINATES (ANGSTROEM)
Y  1.904  0.106  -0.053  0.7970
Ge  -0.935  0.041  0.153  0.9823
Ge  4.415  0.143  2.106  0.0355
Cl  5.088  0.010  -2.297  0.7197
Cl  3.865  -0.277  4.116  0.3708
Cl  5.471  2.051  2.151  0.2084
Cl  6.227  -1.609  1.451  0.2584
P  0.942  2.540  1.354  1.0395
P  1.221  -0.781  -2.775  1.0965
P  1.245  -1.503  2.270  1.0284
O  1.199  1.468  -1.337  -0.5840
O  4.798  -0.310  -3.651  -0.3126
O  5.871  -1.016  -1.670  -0.3385
O  3.781  0.046  -1.532  -0.5356
O  5.696  1.292  -2.181  -0.2823
N  -1.269  0.199  -1.808  -0.1260
N  -1.288  -1.691  0.939  -0.2056
N  -3.485  -0.300  -0.114  -0.0377
N  -1.670  1.453  1.188  -0.1843
C  -4.830  2.267  2.946  -0.0898
C  -5.210  0.742  -3.234  -0.0876
C  -2.559  0.345  -2.305  -0.2206
C  1.648  3.604  2.730  -0.5211
C  -0.357  -2.344  1.834  -0.4024
C  2.703  -3.464  0.599  -0.0779
C  2.173  -0.148  -4.242  -0.5053
C  2.385  -1.990  0.779  -0.5380
C  2.634  1.332  -4.108  -0.1080
C  -3.912  0.579  0.942  -0.1516
C  -3.003  1.455  1.550  -0.2200
C  -3.559  -1.714  0.140  -0.1537
C  -3.663  0.143  -1.469  -0.1503
C  -4.957  0.352  -1.932  -0.0232
C  1.248  -4.029  3.676  -0.1128
C  -4.869  -3.748  0.155  -0.0914
C  -0.157  0.477  -2.656  -0.3706
C  2.243  2.706  3.804  -0.1755
C  1.741  -2.578  3.726  -0.5764
C  -2.633  -3.735  1.037  -0.0308
C  -3.500  2.301  2.558  -0.0278
C  -3.812  -4.409  0.758  -0.0906
C  3.785  -1.165  0.823  -0.5076
C  -0.801  2.339  1.947  -0.3939
C  0.351  -2.305  -3.409  -0.5184
C  -2.839  0.737  -3.628  -0.0360
C  -5.237  0.545  1.353  -0.0217
C  -5.711  1.383  2.349  -0.0931
C  -4.729  -2.402  -0.144  -0.0184
C  0.213  5.193  0.387  -0.1211
C  -0.905  -2.077  -4.250  -0.1042
C  1.168  -1.926  4.995  -0.1490
C  1.434  -0.190  -5.582  -0.1163
C  -0.024  -3.174  -2.199  -0.1246
C  2.144  4.069  -0.658  -0.1177
C  0.654  4.537  3.437  -0.1159
C  0.771  3.823  -0.007  -0.5294
C  -4.132  0.927  -4.083  -0.0840
C  -2.470  -2.374  0.720  -0.2400
H  2.038  4.731  -1.519  0.0858
H  1.793  -4.058  0.527  0.0725
H  3.530  0.061  0.859  -0.0806
H  -5.562  -1.880  -0.596  0.1020
H  2.459  4.188  2.287  0.1029
H  3.195  1.511  -3.224  0.0195
H  0.530  0.421  -5.586  0.0697
H  -5.175  2.932  3.728  0.1027
H  -1.697  -1.643  -3.642  0.0598
H  -0.741  -2.657  -1.556  0.0555
H  1.477  -2.494  5.873  0.0866
H  -6.749  1.344  2.651  0.0991
H  -0.867  -2.466  2.800  0.0967
H  -5.791  -4.267  -0.068  0.0994
H  -1.224  3.345  1.963  0.0672
H  -0.114  3.962  3.958  0.0726
H  0.430  1.553  -2.179  0.0314
H  4.345  -1.337  -0.083  0.0298
H  2.721  3.302  4.585  0.0901
H  2.098  0.195  -6.358  0.0842
H  -2.854  2.995  3.073  0.0903
H  -5.794  0.202  -1.264  0.0993
H  2.825  4.540  0.057  0.0717
H  -4.297  1.230  -5.109  0.1043
H  -0.092  -3.340  1.463  0.0677
H  3.254  1.590  -4.966  0.0892
H  0.076  -1.911  4.957  0.0784
H  1.603  -4.576  2.804  0.0603
H  -3.901  -5.458  1.010  0.1022
H  -6.224  0.895  -3.578  0.1004
H  -1.840  -4.305  1.497  0.0903
H  3.263  -3.609  -0.328  0.1012
H  3.008  -0.829  -4.302  0.0731
H  1.611  -4.558  4.559  0.0873
H  1.187  5.124  4.189  0.0854
H  0.897  5.730  1.043  0.0675
H  -0.433  0.697  -3.687  0.0619
H  4.587  -1.536  1.918  -0.0646
H  -5.922  -0.149  0.885  0.1022
H  -0.752  1.970  2.983  0.0972
H  1.507  -0.902  5.123  0.0225
H  0.156  5.238  2.778  0.0426
H  1.471  2.085  4.268  0.0754
H  1.757  1.981  -4.107  0.0807
H  2.824  -2.578  3.787  0.0507
H  -1.275  -3.038  -4.618  0.0856
H  1.090  -2.858  -4.000  0.1090
H  2.990  2.058  3.380  -0.0685
H  0.104  5.796  -0.517  0.0837
H  2.601  3.148  -1.000  0.0425
H  -0.775  5.132  0.848  0.0687
H  1.812  -1.668  -0.115  -0.0105
H  3.326  -3.830  1.414  0.0876
H  0.862  -3.414  -1.605  0.0469
H  0.087  3.389  -0.733  0.0924
H  1.190  -1.213  -5.871  0.0657
H  -0.470  -4.115  -2.527  0.0838
H  0.160  -4.085  3.691  0.0698
H  -2.066  0.917  -4.358  0.0924
H  -0.748  -1.433  -5.112  0.0532


# 2
Here is C39H60N7O2PS2Ti as an isolated structure from the OMol25 dataset. Energies are from ωB97M-V/def2-TZVPD.

The net charge is -2. The gap between HOMO and LUMO comes out at 3.89 eV. The calculation puts the relative energy (zero: lowest compared OMol25 entry of this formula, charge and spin) at 10.1 kcal per mole.

Each line ends with the Löwdin charge.
CARTESIAN COORDINATES (ANGSTROEM)
Ti  0.744  -0.469  0.487  0.6676
S  0.564  1.771  2.512  0.7373
S  1.959  -1.353  2.668  0.5376
P  -2.927  -0.211  -1.756  1.1164
O  0.617  1.164  -2.114  -0.0419
O  0.035  2.543  -0.457  -0.2398
N  1.141  -1.853  -0.913  -0.0539
N  3.659  0.171  1.230  -0.0550
N  -0.856  -0.852  1.221  -0.1507
N  0.823  4.345  1.986  0.0048
N  2.635  3.007  1.414  0.0316
N  2.766  -0.219  0.212  -0.1869
N  4.148  -0.013  3.471  0.0212
C  3.292  -0.875  -0.887  -0.2462
C  -3.449  1.940  -0.107  -0.1213
C  -5.052  0.961  -3.430  -0.1350
C  3.082  3.768  0.249  -0.1738
C  2.566  -2.264  -2.854  -0.0627
C  2.400  -1.694  -1.542  -0.2297
C  7.379  -0.412  -2.102  -0.1391
C  0.431  1.265  -0.920  -0.4381
C  3.332  -0.338  2.374  -0.9361
C  4.738  6.465  1.016  -0.1175
C  1.641  -3.097  -3.375  -0.1304
C  -1.751  -2.543  2.700  -0.0647
C  -3.507  -1.985  -1.901  -0.5531
C  -3.352  -0.645  3.924  -0.1334
C  2.842  4.117  4.956  -0.1036
C  -4.812  -2.320  -2.623  -0.1330
C  -2.612  -2.909  3.719  -0.1340
C  -0.080  3.553  -1.441  -0.1301
C  1.391  3.085  1.927  -0.8443
C  -3.585  0.542  -3.338  -0.5579
C  -3.874  0.485  -0.320  -0.5517
C  6.771  -1.661  -2.144  -0.1169
C  6.641  0.677  -1.651  -0.1107
C  -2.495  -0.265  2.903  -0.0775
C  4.585  4.018  0.313  -0.1934
C  1.560  5.481  2.522  -0.2169
C  0.446  -3.390  -2.626  -0.1269
C  1.184  5.788  3.968  -0.2040
C  1.403  4.619  4.925  -0.2618
C  0.251  -2.722  -1.460  -0.1703
C  -3.431  -1.970  4.343  -0.1589
C  5.023  5.012  1.386  -0.2632
C  -1.665  -1.204  2.241  -0.4518
C  5.323  0.516  -1.258  -0.0391
C  -2.683  1.716  -3.736  -0.1468
C  5.452  -1.820  -1.743  -0.0494
C  -5.389  0.336  -0.186  -0.1131
C  4.689  -0.730  -1.303  -0.1595
C  -3.466  -2.641  -0.519  -0.1331
H  2.977  3.373  5.742  0.0702
H  -3.842  2.590  -0.898  0.0594
H  8.413  -0.292  -2.406  0.0780
H  2.837  3.190  -0.648  0.1188
H  -2.562  -2.368  0.026  0.0286
H  -4.840  -1.922  -3.639  0.0548
H  0.747  3.790  4.643  0.0745
H  -2.862  2.574  -3.083  0.0518
H  3.110  3.638  4.012  0.0486
H  4.534  4.756  2.331  0.0806
H  -5.926  1.014  -0.852  0.0524
H  2.532  4.708  0.183  0.1071
H  2.620  5.247  2.456  0.0726
H  -2.641  -3.946  4.038  0.0832
H  -1.024  3.467  -1.991  0.0615
H  -3.966  0.110  4.405  0.0831
H  6.096  4.897  1.563  0.1021
H  3.031  2.054  1.444  0.0816
H  -1.627  1.456  -3.648  0.0589
H  -5.687  0.579  0.840  0.0730
H  -5.730  -0.678  -0.391  0.0442
H  3.602  0.110  4.309  0.0434
H  -5.234  1.835  -2.801  0.0596
H  -3.501  -3.731  -0.612  0.0777
H  5.044  7.151  1.809  0.0653
H  5.083  3.062  0.482  0.0966
H  3.548  4.934  5.139  0.0711
H  -5.738  0.177  -3.113  0.0477
H  -4.923  -3.409  -2.695  0.0686
H  4.738  1.356  -0.917  0.0815
H  -3.843  2.309  0.845  0.0722
H  1.389  6.372  1.906  0.1092
H  3.677  6.636  0.826  0.0528
H  -3.404  -0.262  -4.063  0.0915
H  1.095  4.934  5.928  0.0988
H  -2.361  2.035  -0.083  0.0566
H  -0.056  4.510  -0.915  0.0707
H  0.732  3.503  -2.170  0.0762
H  0.130  6.088  4.002  0.1050
H  -0.311  -4.067  -2.999  0.0688
H  -1.108  -3.276  2.226  0.1020
H  5.278  6.743  0.106  0.0686
H  7.332  -2.528  -2.476  0.0858
H  -0.664  -2.837  -0.891  0.0796
H  5.000  -2.803  -1.744  0.1105
H  7.095  1.662  -1.609  0.0862
H  -2.693  -2.425  -2.489  0.0821
H  -3.413  -0.083  0.496  0.0585
H  3.446  -1.992  -3.423  0.0979
H  1.778  -3.511  -4.368  0.0774
H  4.737  0.784  3.266  0.0587
H  4.920  4.374  -0.669  0.1144
H  1.763  6.662  4.293  0.1049
H  -5.307  1.244  -4.459  0.0673
H  -5.687  -1.942  -2.091  0.0535
H  -2.429  0.772  2.594  0.0797
H  -4.317  -2.336  0.095  0.0714
H  -2.892  2.036  -4.764  0.0666
H  -4.103  -2.261  5.142  0.0701
H  -0.132  4.277  2.306  0.1077


Number 1: largest force on an atom 7.4 eV/A. Number 2: largest force on an atom 0.9 eV/A.